2 unconnected molecules or ions with the total composition C2H3ClS, computed with wB97M-V/def2-TZVPD.

Each atom is followed by the atoms it is bonded to, with distances in Å.
Element x y z (Å)
1 C -2.985 0.539 -1.502  C2 1.231, Cl4 1.630
2 C -2.421 1.159 -2.403  C1 1.231, H5 1.040
3 S -0.298 -0.771 0.921  H6 1.318, H7 1.314
4 Cl -3.581 -0.338 -0.264  C1 1.630
5 H -1.997 1.440 -3.310  C2 1.040
6 H -1.296 0.032 0.610  S3 1.318
7 H -0.937 -1.482 0.020  S3 1.314

The HOMO energy is -9.610 eV. For the LUMO energy, the calculation gives 0.0252 Eh. Its SMILES is C#CCl.S. For the electronic energy, the calculation gives -25477.395 eV. The multiplicity is 1. For the energy relative to the best compared isomer or geometry (same formula, charge and spin), the calculation gives 2.172 eV. The calculation puts the largest force on an atom at 0.087 Eh/bohr. The value obtained for the HOMO-LUMO gap is 10.30 eV.

***

C9H11BrO4 in the gas phase, computed with wB97M-V/def2-TZVPD.

Each atom is followed by the atoms it is bonded to, with distances in Å.
Element x y z (Å)
1 C 1.277 -1.347 -2.541  C3 1.312, H15 1.115, H16 1.103
2 C -2.108 1.078 -0.577  C4 1.347, H17 1.092, H18 1.093
3 C 2.066 -0.552 -1.858  C1 1.312, C9 1.445, H19 1.075
4 C -1.303 1.890 0.135  C2 1.347, C5 1.447, C7 1.534
5 C 0.017 1.379 0.438  C4 1.447, O10 1.162, O12 1.457
6 C 0.269 -1.838 0.671  C8 1.487, O11 1.178, O13 1.332
7 C -1.853 3.106 0.892  C4 1.534, H20 1.118, H21 1.148, H22 1.118
8 C 0.285 -2.862 1.749  C6 1.487, H23 1.159, H24 1.129, H25 1.130
9 C 1.684 0.045 -0.598  C3 1.445, O12 1.264, O13 1.761, Br14 1.930
10 O 0.623 1.542 1.416  C5 1.162
11 O -0.680 -1.512 0.053  C6 1.178
12 O 0.606 0.695 -0.707  C5 1.457, C9 1.264
13 O 1.489 -1.344 0.467  C6 1.332, C9 1.761
14 Br 3.176 0.854 0.318  C9 1.930
15 H 1.549 -1.661 -3.576  C1 1.115
16 H 0.347 -1.758 -2.114  C1 1.103
17 H -3.123 1.478 -0.551  C2 1.092
18 H -1.629 0.129 -0.832  C2 1.093
19 H 2.957 -0.174 -2.326  C3 1.075
20 H -2.846 3.413 0.481  C7 1.118
21 H -2.212 2.918 1.966  C7 1.148
22 H -1.198 3.988 1.101  C7 1.118
23 H 1.234 -2.968 2.406  C8 1.159
24 H -0.041 -3.747 1.130  C8 1.129
25 H -0.587 -2.752 2.459  C8 1.130

The HOMO energy is -10.022 eV. For the LUMO energy, the calculation gives 0.0102 Eh. Its SMILES is C=C[C@](Br)(OC(C)=O)OC(=O)C(=C)C. For the electronic energy, the calculation gives -87740.787 eV. The multiplicity is 1. The calculation puts the largest force on an atom at 0.094 Eh/bohr. The value obtained for the HOMO-LUMO gap is 10.30 eV.

***

C7H14OS2 in the gas phase, computed with wB97M-V/def2-TZVPD.

Each atom is followed by the atoms it is bonded to, with distances in Å.
Element x y z (Å)
1 C 1.035 -1.618 -0.492  C2 1.536, C3 1.547, H11 1.006, H12 1.081
2 C -0.388 -1.842 0.040  C1 1.536, S10 1.827, H13 1.059, H14 1.052
3 C 1.580 -0.248 -0.022  C1 1.547, C5 1.553, S9 1.776, H15 1.028
4 C -1.120 0.988 -0.050  C6 1.494, C7 1.498, S9 2.053, S10 1.967
5 C 3.093 -0.291 -0.371  C3 1.553, H16 1.103, H17 1.107, H18 1.102
6 C -1.174 1.080 1.440  C4 1.494, H19 1.041, H20 1.086, H21 1.106
7 C -1.936 1.980 -0.820  C4 1.498, H22 1.065, H23 1.089, H24 1.067
8 O -2.871 -1.112 -0.006  S10 1.468
9 S 0.785 1.134 -0.802  C3 1.776, C4 2.053
10 S -1.647 -0.776 -0.743  C2 1.827, C4 1.967, O8 1.468
11 H 1.626 -2.299 -0.047  C1 1.006
12 H 1.068 -1.675 -1.571  C1 1.081
13 H -0.689 -2.849 -0.098  C2 1.059
14 H -0.477 -1.808 1.088  C2 1.052
15 H 1.424 -0.040 0.973  C3 1.028
16 H 3.166 -0.479 -1.455  C5 1.103
17 H 3.350 -1.172 0.250  C5 1.107
18 H 3.453 0.656 0.063  C5 1.102
19 H -0.926 0.217 1.967  C6 1.041
20 H -2.165 1.355 1.786  C6 1.086
21 H -0.621 1.964 1.809  C6 1.106
22 H -1.841 1.986 -1.881  C7 1.065
23 H -1.767 3.010 -0.510  C7 1.089
24 H -2.959 1.838 -0.549  C7 1.067

The HOMO energy is -8.695 eV. For the LUMO energy, the calculation gives 0.0274 Eh. For the electronic energy, the calculation gives -31202.331 eV. The multiplicity is 1. For the energy relative to the best compared isomer or geometry (same formula, charge and spin), the calculation gives 2.162 eV. The calculation puts the largest force on an atom at 0.084 Eh/bohr. The value obtained for the HOMO-LUMO gap is 9.44 eV.

***

2 unconnected molecules or ions with the total composition C4H11N2, computed with wB97M-V/def2-TZVPD.

Each atom is followed by the atoms it is bonded to, with distances in Å.
Element x y z (Å)
1 C -0.830 -2.649 0.560  C2 1.319, H7 1.079, H8 1.076
2 C 0.252 -2.745 1.307  C1 1.319, H9 1.077, H10 1.079
3 C 0.132 1.529 0.564  N5 1.310, N6 1.301, H11 1.085
4 C -0.102 0.977 -1.814  N6 1.448, H12 1.088, H13 1.091, H14 1.089
5 N 0.847 2.618 0.416  C3 1.310, H15 1.011, H16 1.010
6 N -0.305 0.768 -0.396  C3 1.301, C4 1.448, H17 1.016
7 H -1.680 -2.056 0.859  C1 1.079
8 H -0.929 -3.193 -0.363  C1 1.076
9 H 1.086 -3.361 1.017  C2 1.077
10 H 0.351 -2.237 2.254  C2 1.079
11 H -0.114 1.238 1.579  C3 1.085
12 H -0.181 0.020 -2.326  C4 1.088
13 H -0.862 1.648 -2.217  C4 1.091
14 H 0.885 1.389 -2.022  C4 1.089
15 H 1.126 2.970 -0.490  N5 1.011
16 H 1.169 3.140 1.218  N5 1.010
17 H -0.846 -0.055 -0.144  N6 1.016

The HOMO energy is -13.616 eV. For the LUMO energy, the calculation gives -0.1220 Eh. As for the total charge: +1. For the electronic energy, the calculation gives -7299.618 eV. The multiplicity is 1. For the energy relative to the best compared isomer or geometry (same formula, charge and spin), the calculation gives 1.330 eV. The calculation puts the largest force on an atom at 0.011 Eh/bohr. The value obtained for the HOMO-LUMO gap is 10.30 eV.

***

2 unconnected molecules or ions with the total composition C3H4FO3P, computed with wB97M-V/def2-TZVPD.

Each atom is followed by the atoms it is bonded to, with distances in Å.
Element x y z (Å)
1 C 1.870 0.913 -1.189  C2 1.349, H9 1.099, H10 1.157
2 C 1.927 0.620 0.126  C1 1.349, F7 1.541
3 C -0.649 -0.386 0.633  O5 1.477, P8 1.786, H11 1.141, H12 1.106
4 O -3.100 -1.374 -0.685  P8 1.508
5 O -1.247 -1.564 1.292  C3 1.477, P8 1.715
6 O -3.208 0.429 1.050  P8 1.469
7 F 3.278 -0.074 0.386  C2 1.541
8 P -2.406 -0.636 0.433  C3 1.786, O4 1.508, O5 1.715, O6 1.469
9 H 2.676 0.713 -1.909  C1 1.099
10 H 1.033 1.607 -1.585  C1 1.157
11 H -0.399 0.367 1.453  C3 1.141
12 H 0.224 -0.615 -0.006  C3 1.106

The HOMO energy is -0.099 eV. For the LUMO energy, the calculation gives 0.2549 Eh. As for the total charge: -2. For the electronic energy, the calculation gives -21322.168 eV. The multiplicity is 1. For the energy relative to the best compared isomer or geometry (same formula, charge and spin), the calculation gives 2.801 eV. The calculation puts the largest force on an atom at 0.052 Eh/bohr. The value obtained for the HOMO-LUMO gap is 7.04 eV.

***

C3H7NO2 in the gas phase, computed with wB97M-V/def2-TZVPD.

Each atom is followed by the atoms it is bonded to, with distances in Å.
Element x y z (Å)
1 C 0.020 -0.046 -2.444  H4 1.258, H5 1.185, H6 1.129, O12 1.472
2 C -0.401 -0.240 -0.182  H7 1.104, N11 1.321, O12 1.363
3 C 0.130 0.151 2.390  H8 1.134, H9 1.083, H10 1.102, O13 1.500
4 H -0.294 -0.773 -3.421  C1 1.258
5 H -0.134 1.127 -2.504  C1 1.185
6 H 1.104 -0.215 -2.179  C1 1.129
7 H -1.102 -0.600 0.592  C2 1.104
8 H -0.682 0.917 2.192  C3 1.134
9 H -0.296 -0.843 2.327  C3 1.083
10 H 0.653 0.302 3.348  C3 1.102
11 N 0.803 0.275 -0.007  C2 1.321, O13 1.355
12 O -0.907 -0.538 -1.411  C1 1.472, C2 1.363
13 O 1.105 0.482 1.298  C3 1.500, N11 1.355

The HOMO energy is -8.854 eV. For the LUMO energy, the calculation gives 0.0327 Eh. Its SMILES is CO/C=N/OC. For the electronic energy, the calculation gives -8805.710 eV. The multiplicity is 1. For the energy relative to the best compared isomer or geometry (same formula, charge and spin), the calculation gives 4.819 eV. The calculation puts the largest force on an atom at 0.082 Eh/bohr. The value obtained for the HOMO-LUMO gap is 9.74 eV.